C61H49MnNO2P2SSe | ωB97M-V with the def2-TZVPD basis set

Geometry (Å):
Mn: 16.1266 15.5676 13.4539
O: 13.7141 12.6045 13.4852
S: 14.0182 13.9642 13.0980
C: 13.5728 14.0943 11.3708
C: 13.9556 15.4293 10.9770
C: 13.6640 16.0874 9.8020
C: 12.9017 15.2917 8.8933
C: 12.5747 15.5734 7.4394
C: 11.6351 14.4493 7.0836
C: 11.5266 13.5694 8.3068
C: 10.7630 12.4836 8.6036
C: 11.0189 11.7088 9.8007
C: 12.0830 12.0153 10.6767
P: 12.5812 10.5708 11.8074
C: 12.0993 10.7801 13.4747
C: 12.6121 10.0147 14.4900
C: 12.1277 10.2038 15.7864
C: 11.2159 11.2615 16.0130
C: 10.8189 12.0627 14.9924
C: 11.2063 11.8199 13.7151
C: 11.4908 9.1895 11.1868
C: 11.8088 8.2184 10.1160
C: 10.9516 7.2328 9.7695
C: 9.6950 7.1274 10.3450
C: 9.3539 7.9810 11.3747
C: 10.1985 9.0869 11.7507
C: 12.7582 13.3231 10.5403
C: 12.4196 13.9997 9.3029
C: 12.8678 15.0251 13.8548
C: 11.4995 15.0270 13.5721
C: 10.6382 15.8029 14.3059
C: 11.1088 16.4695 15.4077
C: 10.4303 17.5002 16.2877
C: 11.5271 18.0296 17.2948
C: 12.8146 17.4356 16.6482
C: 14.1518 17.6358 16.8393
C: 15.1635 16.9082 16.0760
C: 14.8327 16.0691 15.0807
P: 17.2922 14.4344 15.3541
C: 18.1596 12.9403 14.6916
C: 19.2056 12.4334 15.4643
C: 20.0251 11.3899 15.0470
C: 19.6888 10.7618 13.7944
C: 18.6349 11.2599 13.0524
C: 17.9078 12.3644 13.4695
C: 16.2071 13.5892 16.5827
C: 15.9370 14.1715 17.8131
C: 15.2936 13.5492 18.8501
C: 14.9452 12.2308 18.6529
C: 15.1854 11.5394 17.4404
C: 15.8555 12.2450 16.4182
C: 13.4236 15.8450 14.8970
C: 12.4722 16.4835 15.6550
H: 14.5377 16.0992 11.5909
H: 13.9350 17.1420 9.6386
H: 13.5413 15.6745 6.8610
H: 12.0895 16.5442 7.2349
H: 12.1230 13.8207 6.4326
H: 10.7089 14.7406 6.6366
H: 10.0235 12.3145 7.8438
H: 10.4580 10.8352 9.8853
H: 13.4139 9.3059 14.2702
H: 12.4204 9.5895 16.6900
H: 10.6979 11.4631 16.9570
H: 10.1984 12.9233 15.2982
H: 10.7731 12.3871 12.9410
H: 12.8149 8.2605 9.5568
H: 11.2143 6.5105 8.9459
H: 9.0216 6.2577 10.0944
H: 8.4228 7.7757 11.8707
H: 9.7079 9.8087 12.4783
H: 10.9750 14.5548 12.6977
H: 9.6102 15.8959 14.0121
H: 9.5488 17.1462 16.8314
H: 10.1432 18.3294 15.6000
H: 11.4653 17.6488 18.3189
H: 11.6117 19.0990 17.3016
H: 14.5919 18.4233 17.4767
H: 16.1013 17.1623 16.3172
H: 19.4759 12.8723 16.3678
H: 20.7809 11.0011 15.6520
H: 20.2835 9.9038 13.4568
H: 18.3667 10.8049 12.1307
H: 17.1742 12.7469 12.8657
H: 16.1171 15.2415 17.9381
H: 15.1126 14.0893 19.7861
H: 14.4901 11.5719 19.4526
H: 15.0143 10.4670 17.4885
H: 15.9930 11.7421 15.4412
C: 16.0773 18.2360 12.9752
O: 15.3442 17.0881 12.5666
H: 15.4573 19.0069 13.4056
H: 16.6012 18.6961 12.1154
H: 16.9169 17.9855 13.6621
Se: 14.6078 9.8892 11.6260
C: 21.7244 15.8296 12.7811
C: 21.4168 14.6740 12.0643
C: 20.0450 14.3325 11.9614
C: 19.0191 15.1929 12.4131
C: 19.4281 16.1642 13.3397
C: 20.7644 16.4857 13.5024
N: 17.6909 15.0189 12.1381
C: 17.4416 14.6087 10.7709
C: 18.1008 15.0700 9.6626
C: 17.8880 14.5171 8.3688
C: 17.0285 13.4690 8.2214
C: 16.3099 13.0611 9.3625
C: 16.5132 13.6004 10.6221
H: 22.7960 15.9619 12.8651
H: 22.2232 14.0411 11.7039
H: 19.8314 13.4203 11.4798
H: 18.6335 16.7464 13.7766
H: 21.0756 17.3292 14.0499
H: 18.7848 15.8493 9.8491
H: 18.5215 14.8919 7.5414
H: 16.9344 12.8349 7.2214
H: 15.6910 12.2270 9.2925
H: 16.0698 13.0866 11.4505

Output
- HOMO level (alpha / beta) (eV) = -3.92 / -3.99
- charge = -1
- multiplicity = 5
- energy (eV) = -195714.080
- frontier orbital gap (alpha / beta) (eV) = 6.0 / 6.0